C40H61ClFN3O10PS3 | ωB97M-V with the def2-TZVPD basis set

```
! RIJCOSX wB97M-V def2-TZVPD def2/J DEFGRID3
* xyz -1 1
C 7.7238 0.4073 2.4409
C 6.9920 0.0410 1.5424
C 5.9530 -0.5641 0.5980
C 4.5781 -0.4266 1.2907
C 3.6603 0.5672 0.9319
C 2.3999 0.7441 1.5884
C 2.1203 -0.1543 2.6357
C 3.0395 -1.1785 3.0025
C 4.2676 -1.3389 2.3518
O 5.2351 -2.2768 2.6621
C 4.7346 -3.6122 2.6833
C 4.4983 -4.2550 1.2851
O 5.4963 -3.9517 0.3287
C 5.0062 -4.0294 -1.0098
C 5.6437 -2.8978 -1.8940
S 0.6096 -0.0156 3.5707
C -0.3521 1.1415 2.6050
C -1.7084 1.2891 2.9520
C -2.5338 2.1859 2.2338
P -4.3130 2.4580 2.6977
O -4.2127 3.9142 3.5475
Cl -4.8686 1.0172 4.1170
C -1.9889 2.9192 1.1100
C -2.9426 3.8602 0.3470
C -4.1033 3.1338 -0.4230
C -3.9457 3.1072 -1.9791
S -4.5207 1.5146 -2.6972
C -6.0628 1.0966 -1.8692
S -7.4707 1.8981 -2.1083
N -6.0667 -0.0063 -0.9849
C -5.2602 -1.1444 -1.0868
C -5.5985 -1.9645 -0.0298
N -6.6008 -1.3516 0.7568
C -6.8348 -0.2316 0.1388
C -0.6183 2.7353 0.8033
C -0.0268 3.5228 -0.3980
C -0.2123 2.6524 -1.6940
C -0.1985 3.4868 -2.9992
F -1.3119 1.7782 -1.6107
C 0.2432 1.8621 1.5502
N 1.6070 1.8447 1.1172
C 2.2460 3.0898 1.7404
O 2.9986 3.7738 1.0340
O 1.9483 3.3509 2.9249
H 8.6125 0.7658 2.9483
H 5.9840 0.0098 -0.3492
H 6.2435 -1.6216 0.4836
H 3.9406 1.2458 0.1108
H 2.7675 -1.8581 3.8311
H 3.8481 -3.6813 3.3466
H 5.5247 -4.2204 3.1809
H 3.4632 -4.0093 0.9635
H 4.5092 -5.3630 1.4539
H 3.9079 -3.9000 -1.0857
H 5.3039 -5.0212 -1.4244
H 4.9871 -2.0090 -1.7683
H 5.7250 -3.2107 -2.9497
H 6.6198 -2.6168 -1.4592
H -2.1738 0.7523 3.7946
H -3.2810 3.9497 3.8330
H -2.4435 4.5455 -0.3607
H -3.4254 4.5101 1.1118
H -5.0283 3.7215 -0.2181
H -4.3195 2.1277 -0.0088
H -4.5741 3.8909 -2.4571
H -2.9030 3.3425 -2.2431
H -4.5252 -1.3535 -1.8715
H -5.2235 -2.9673 0.2484
H -7.5903 0.5008 0.4537
H 1.0671 3.6619 -0.2929
H -0.4721 4.5302 -0.4945
H 0.6930 2.0060 -1.7366
H 0.1061 2.8295 -3.8424
H -1.1486 4.0125 -3.2140
H 0.6057 4.2468 -2.9016
C 11.4372 -0.4682 -0.1896
C 10.6120 0.5945 -0.8923
O 9.2681 0.1622 -1.0494
H 11.4208 -1.4008 -0.7566
H 12.4742 -0.1454 -0.0720
H 11.0240 -0.6865 0.7983
H 11.0140 0.7949 -1.8860
H 10.6179 1.5297 -0.3216
H 8.9111 -0.0047 -0.1667
C 1.7465 -0.8834 8.8389
C 1.5843 -0.6896 7.3423
O 1.4967 -1.9490 6.6822
H 2.6435 -1.4676 9.0534
H 1.8209 0.0774 9.3518
H 0.8977 -1.4361 9.2517
H 2.4411 -0.1562 6.9324
H 0.6814 -0.1124 7.1211
H 0.7324 -2.4120 7.0400
C -9.6656 -0.9376 -5.4762
C -10.0764 0.4970 -5.7512
O -10.3099 1.1943 -4.5333
H -10.4402 -1.4537 -4.9064
H -9.4922 -1.4810 -6.4076
H -8.7521 -0.9695 -4.8770
H -10.9993 0.5262 -6.3310
H -9.2978 1.0220 -6.3151
H -9.4897 1.1757 -4.0277
C -5.2038 -6.9118 2.2919
C -4.5134 -5.6193 1.8987
O -4.4427 -5.4991 0.4797
H -4.6688 -7.7703 1.8819
H -5.2542 -7.0138 3.3777
H -6.2197 -6.9451 1.8896
H -3.4942 -5.5987 2.2831
H -5.0523 -4.7550 2.3004
H -5.3449 -5.5077 0.1419
C -0.4935 1.9840 -7.3794
C -0.8275 3.4603 -7.4826
O 0.3648 4.2291 -7.6148
H 0.1566 1.7991 -6.5228
H -1.3991 1.3840 -7.2700
H 0.0449 1.6466 -8.2691
H -1.3453 3.7979 -6.5850
H -1.4720 3.6555 -8.3465
H 0.8147 3.9341 -8.4130
*
```

The calculated total energy is -4573.343116 a.u. As for the LUMO energy: 0.47 eV. The calculation puts the maximum force at 0.0638 Eh/bohr. For the HOMO-LUMO gap, the calculation gives 5.225 eV.

These are the Löwdin partial charges, in e, on atoms 1 to 8: 0.096, -0.113, -0.128, -0.137, 0.057, -0.199, -0.414, -0.023

=====

C3H5NO2S | ωB97M-V with the def2-TZVPD basis set

```
! RIJCOSX wB97M-V def2-TZVPD def2/J DEFGRID3
* xyz 0 1
O -2.4256 0.5309 1.2071
N -1.4466 1.1649 0.5106
C -0.4813 0.4714 0.0538
C 0.5084 1.0528 -0.8909
S 1.7279 -0.2744 -1.2202
C 1.0065 -1.3255 0.0802
O -0.3575 -0.8634 0.3450
H -2.0069 -0.3322 1.4517
H 1.0558 1.8960 -0.4643
H 0.0074 1.3890 -1.8127
H 0.8221 -2.3488 -0.2563
H 1.5898 -1.3607 0.9960
*
```

Its SMILES is O/N=C1/CSCO1. The calculated total energy is -720.656300 a.u. As for the LUMO energy: 0.64 eV. The calculation puts the maximum force at 0.0366 Eh/bohr. For the relative energy (zero: lowest compared OMol25 entry of this formula, charge and spin), the calculation gives 56.6 kcal/mol. For the HOMO-LUMO gap, the calculation gives 9.906 eV.

These are the Löwdin partial charges, in e, on atoms 1 to 8: -0.029, 0.022, -0.443, -0.374, 0.881, -0.418, -0.093, 0.101

=====

C5H6N2 | ωB97M-V with the def2-TZVPD basis set

```
! RIJCOSX wB97M-V def2-TZVPD def2/J DEFGRID3
* xyz 0 1
C 2.2060 -0.6294 0.1760
N 2.1299 0.7003 0.1861
N 0.7642 0.6736 -0.2317
C -0.5381 1.2383 0.0957
C -1.4276 0.0118 -0.2571
C -0.4954 -1.2156 -0.0475
C 0.7485 -0.7307 -0.0596
H 3.1081 -1.3076 0.0064
H -0.6934 2.0985 -0.5052
H -0.6875 1.4011 1.1040
H -2.3182 0.0238 0.4913
H -1.9239 -0.1997 -1.2296
H -0.8727 -2.0645 0.2710
*
```

Its SMILES is C1=NN2CCC=C12. The calculated total energy is -303.470427 a.u. As for the LUMO energy (alpha / beta): 0.49 / 0.49 eV. The calculation puts the maximum force at 0.1025 Eh/bohr. For the relative energy (zero: lowest compared OMol25 entry of this formula, charge and spin), the calculation gives 103.9 kcal/mol. For the HOMO-LUMO gap (alpha / beta), the calculation gives 8.971 / 8.970 eV.

These are the Löwdin partial charges, in e, on atoms 1 to 8: -0.078, 0.108, -0.132, -0.125, -0.137, 0.016, -0.243, 0.115